(1)
DFT (ωB97M-V/def2-TZVPD) results for C4H6N2O2 in the gas phase in a non-equilibrium geometry.

Structure (ORCA input):
```
! wB97M-V def2-TZVPD RIJCOSX def2/J DEFGRID3
* xyz 0 1
N 0.374 -0.141 2.144
C -0.178 0.451 1.052
O -1.160 1.219 1.132
C 0.170 -0.048 -0.268
N 1.243 -1.014 -0.419
C -0.343 0.804 -1.428
C -1.355 -0.102 -0.979
O -2.476 -0.465 -0.886
H -0.023 0.053 3.049
H 0.959 -0.955 2.024
H 1.118 -1.656 -1.196
H 2.145 -0.555 -0.520
H 0.053 0.541 -2.403
H -0.527 1.868 -1.302
*
```

LUMO level	0.0183	Eh
DFT total energy	-11318.7563	eV
HOMO	-8.79	eV
Kohn-Sham gap	0.34139	Eh
SMILES	NC(=O)[C@]1(N)CC1=O
ΔE to the lowest compared entry with this formula, charge and spin	220.52	kJ/mol


(2)
DFT (ωB97M-V/def2-TZVPD) results for 3 unconnected molecules or ions with the total composition C19H40N3O4PS3 in a non-equilibrium geometry.

Structure (ORCA input):
```
! wB97M-V def2-TZVPD RIJCOSX def2/J DEFGRID3
* xyz 0 3
O 0.621 1.525 1.855
C 0.137 0.552 1.378
O -1.082 0.634 0.749
S -1.089 0.316 -0.890
N 0.735 -0.734 1.560
S -0.433 -2.008 1.922
P 1.862 -1.228 0.343
S 3.222 0.115 0.055
H -1.216 -1.026 -0.909
H -1.429 -1.272 2.421
H 2.409 -2.452 0.742
H 1.175 -1.444 -0.853
C 2.529 -5.488 -4.226
C 2.924 -5.735 -2.752
C 2.975 -7.235 -2.468
C 1.596 -7.888 -2.378
C 0.706 -7.141 -1.386
C 0.616 -5.644 -1.668
N 1.972 -5.046 -1.833
O 2.516 -4.884 -0.684
C -0.244 -5.399 -2.920
C -0.120 -4.953 -0.529
C 4.319 -5.147 -2.590
H 1.869 -6.255 -4.629
H 2.046 -4.520 -4.349
H 3.412 -5.484 -4.862
H 3.502 -7.405 -1.525
H 3.566 -7.722 -3.245
H 1.122 -7.927 -3.362
H 1.707 -8.924 -2.056
H -0.299 -7.568 -1.394
H 1.099 -7.296 -0.376
H -0.224 -4.347 -3.205
H -1.280 -5.665 -2.712
H 0.052 -5.992 -3.781
H 0.341 -5.147 0.438
H -1.144 -5.322 -0.484
H -0.156 -3.873 -0.683
H 4.314 -4.070 -2.763
H 4.987 -5.606 -3.316
H 4.735 -5.335 -1.603
C -3.020 7.329 3.435
C -2.330 7.441 2.055
C -3.210 6.805 0.980
C -3.226 5.278 1.030
C -1.804 4.717 1.024
C -0.915 5.317 2.109
N -0.981 6.808 2.091
O -0.263 7.265 1.135
C -1.330 4.769 3.485
C 0.516 4.847 1.907
C -2.198 8.931 1.776
H -3.639 6.440 3.535
H -2.288 7.331 4.242
H -3.680 8.179 3.603
H -2.853 7.117 -0.006
H -4.226 7.191 1.079
H -3.771 4.927 1.912
H -3.772 4.894 0.166
H -1.831 3.631 1.144
H -1.356 4.907 0.044
H -0.782 5.272 4.283
H -1.092 3.707 3.541
H -2.394 4.853 3.694
H 0.891 5.081 0.912
H 0.548 3.767 2.027
H 1.186 5.298 2.639
H -1.555 9.413 2.514
H -3.182 9.394 1.825
H -1.794 9.131 0.786
*
```

LUMO level (alpha / beta)	-0.0069 / -0.0077	Eh
DFT total energy	-74801.7165	eV
HOMO (alpha / beta)	-8.07 / -8.90	eV
Kohn-Sham gap (alpha / beta)	0.28950 / 0.31956	Eh
ΔE to the lowest compared entry with this formula, charge and spin	0.00	kJ/mol


(3)
DFT (ωB97M-V/def2-TZVPD) results for C15H13N3O2S in the gas phase in a non-equilibrium geometry.

Structure (ORCA input):
```
! wB97M-V def2-TZVPD RIJCOSX def2/J DEFGRID3
* xyz 0 1
C 0.626 2.882 6.103
O 0.334 2.658 4.701
C -0.368 3.630 4.112
O -0.691 4.664 4.643
N -0.861 3.520 2.851
C -0.775 2.441 1.988
C -0.376 1.148 2.243
N -0.532 0.508 1.025
C -0.339 -0.853 0.679
C -0.458 -1.169 -0.684
C -0.903 -0.217 -1.709
S -1.056 -0.553 -3.449
C -0.020 -1.944 -3.829
C -0.532 -2.928 -4.659
C 0.252 -4.046 -4.929
C 1.538 -4.180 -4.386
C 2.036 -3.193 -3.528
C 1.269 -2.066 -3.270
C -1.187 1.071 -1.299
C -0.983 1.459 0.129
N -1.167 2.642 0.689
H 1.211 3.794 6.274
H -0.296 2.887 6.677
H 1.218 2.028 6.477
H -1.383 4.328 2.572
H -0.046 0.664 3.180
H -0.028 -1.609 1.419
H -0.185 -2.160 -1.003
H -1.532 -2.840 -5.090
H -0.103 -4.820 -5.585
H 2.137 -5.003 -4.665
H 3.031 -3.268 -3.094
H 1.668 -1.327 -2.575
H -1.499 1.849 -2.007
*
```

LUMO level	0.0150	Eh
DFT total energy	-35166.3505	eV
HOMO	-7.76	eV
Kohn-Sham gap	0.30022	Eh
SMILES	COC(=O)Nc1cn2ccc(Sc3ccccc3)cc2n1
ΔE to the lowest compared entry with this formula, charge and spin	150.40	kJ/mol


(4)
DFT (ωB97M-V/def2-TZVPD) results for 2 unconnected molecules or ions with the total composition C23H26N2O7 in a non-equilibrium geometry.

Structure (ORCA input):
```
! wB97M-V def2-TZVPD RIJCOSX def2/J DEFGRID3
* xyz 0 1
O 3.560 -3.362 -2.667
C 2.396 -3.626 -2.368
C 2.068 -4.911 -1.712
C 3.083 -5.845 -1.432
C 2.789 -7.061 -0.818
C 1.471 -7.359 -0.475
C 0.449 -6.452 -0.740
O -0.821 -6.798 -0.381
C 0.728 -5.216 -1.361
C -0.341 -4.238 -1.655
O -1.510 -4.499 -1.351
C -0.029 -2.952 -2.312
C -1.033 -2.008 -2.604
O -2.338 -2.239 -2.288
C -0.716 -0.810 -3.232
C 0.593 -0.520 -3.585
O 0.885 0.658 -4.207
C 1.600 -1.435 -3.298
C 1.312 -2.659 -2.662
H 4.116 -5.626 -1.695
H 3.583 -7.773 -0.607
H 1.224 -8.303 0.001
H -1.410 -6.052 -0.649
H -2.376 -3.133 -1.872
H -1.504 -0.099 -3.453
H 1.825 0.687 -4.444
H 2.626 -1.202 -3.570
C -2.565 1.389 3.637
N -3.150 2.232 2.593
C -2.607 3.235 1.888
O -3.279 3.754 1.008
C -1.183 3.781 2.158
C -0.100 2.941 1.443
C -0.291 2.777 -0.079
C -0.154 4.106 -0.823
C 0.763 1.813 -0.621
N -0.848 3.867 3.587
C -0.072 4.756 4.205
C 0.574 5.882 3.422
O 0.116 4.667 5.407
H -2.650 1.882 4.607
H -3.106 0.442 3.683
H -1.518 1.172 3.423
H -4.095 2.015 2.309
H -1.170 4.786 1.738
H 0.876 3.392 1.620
H -0.084 1.947 1.889
H -1.271 2.350 -0.287
H -0.952 4.784 -0.521
H 0.813 4.561 -0.613
H -0.247 3.935 -1.896
H 0.643 0.835 -0.155
H 1.765 2.192 -0.419
H 0.631 1.702 -1.696
H -1.255 3.178 4.198
H -0.201 6.491 2.962
H 1.156 6.496 4.109
H 1.232 5.471 2.660
*
```

LUMO level	-0.0578	Eh
DFT total energy	-41587.4412	eV
HOMO	-9.17	eV
Kohn-Sham gap	0.27922	Eh
SMILES	O=C1c2cccc(O)c2C(=O)c2c(O)cc(O)cc21.CNC(=O)[C@H](CC(C)C)NC(C)=O
ΔE to the lowest compared entry with this formula, charge and spin	93.72	kJ/mol